Density functional theory data (ωB97M-V/def2-TZVPD) for a structure of composition C36H53Cl3N6NdS2Si.

Output
total charge	+1
multiplicity	4
energy relative to the best compared isomer or geometry (same formula, charge and spin)	0.0	kJ/mol
frontier orbital gap (alpha / beta)	8.4 / 8.4	eV
HOMO energy (alpha / beta)	-10.79 / -10.80	eV

Cartesian coordinates (Å):
Nd: 1.66263 0.34302 -0.06694
C: -5.05521 -1.32579 2.83727
C: -4.99149 -0.38343 1.62707
C: -5.75806 -1.00750 0.45230
C: -5.65315 0.94203 1.99792
C: -3.53123 -0.19397 1.22221
C: -2.90212 1.03937 1.20013
C: -1.57173 1.12454 0.82301
N: -0.85654 0.05953 0.46981
C: -1.44560 -1.14751 0.48164
C: -2.76307 -1.29967 0.85214
C: -0.57832 -2.31317 0.10738
C: -1.08385 -3.59866 -0.01909
C: -0.24895 -4.66268 -0.33207
C: 1.10537 -4.37157 -0.48998
C: 1.53955 -3.07535 -0.34053
N: 0.71846 -2.05055 -0.07223
C: -0.76011 -6.09229 -0.50718
C: -2.24925 -6.20842 -0.19062
C: 0.01985 -7.02848 0.42688
C: -0.52061 -6.51766 -1.96320
H: -6.09395 -1.45021 3.15253
H: -4.48949 -0.92609 3.68233
H: -4.66002 -2.31791 2.60588
H: -6.81152 -1.12112 0.71920
H: -5.37444 -1.99749 0.19330
H: -5.69946 -0.37847 -0.43929
H: -6.69312 0.76042 2.27548
H: -5.65471 1.64715 1.16235
H: -5.16415 1.41957 2.85124
H: -3.41985 1.94620 1.47758
H: -1.05010 2.07285 0.80116
H: -3.20855 -2.28377 0.86920
H: -2.13955 -3.76909 0.12167
H: 1.82895 -5.14294 -0.72360
H: 2.58967 -2.83550 -0.43833
H: -2.47577 -5.91142 0.83726
H: -2.56088 -7.24748 -0.30649
H: -2.86402 -5.60841 -0.86719
H: -0.07103 -6.72023 1.47137
H: 1.08153 -7.06596 0.17494
H: -0.37530 -8.04311 0.33926
H: -1.04344 -5.86026 -2.66253
H: -0.88771 -7.53529 -2.11554
H: 0.54229 -6.50452 -2.21507
Cl: 6.12446 -0.54761 -2.14638
Si: 4.05750 -0.62586 -1.90144
Cl: 4.07242 -0.54356 0.55999
Cl: 3.53078 1.53600 -1.95863
C: 2.66834 -1.87081 5.90617
C: 3.50492 -1.64327 4.66189
N: 3.47878 -0.25017 4.20133
C: 2.56660 0.27901 3.39095
S: 1.22447 -0.61712 2.77923
N: 2.74837 1.54640 2.99074
C: 3.79464 2.45920 3.43343
C: 3.55243 3.06212 4.80749
H: 2.77085 -2.90497 6.24283
H: 1.61487 -1.67721 5.69896
H: 2.98813 -1.21985 6.72338
H: 3.16402 -2.26148 3.83513
H: 4.55216 -1.88118 4.84350
H: 4.21109 0.35482 4.53447
H: 1.98991 1.93400 2.44286
H: 3.84181 3.23793 2.67392
H: 4.75831 1.94606 3.37883
H: 2.61618 3.62138 4.81999
H: 4.36124 3.74694 5.06601
H: 3.49252 2.30297 5.59003
C: 2.14062 5.85436 1.92660
C: 1.42845 5.38447 0.64836
C: -0.01940 5.89139 0.65706
C: 2.17067 5.92711 -0.58003
C: 1.42492 3.90927 0.58969
C: 1.40459 2.68675 0.49642
H: 2.15726 6.94639 1.96007
H: 3.17096 5.49394 1.95390
H: 1.62147 5.49085 2.81607
H: -0.03427 6.98250 0.71855
H: -0.56506 5.49048 1.51289
H: -0.53957 5.59050 -0.25399
H: 2.22557 7.01741 -0.53164
H: 1.64851 5.64883 -1.49780
H: 3.18596 5.53041 -0.62941
N: 0.87092 2.00515 -3.91638
C: 0.22575 0.84197 -3.94798
S: 0.08019 -0.20789 -2.60042
N: -0.34896 0.47258 -5.10594
C: -0.42755 1.20125 -6.33675
C: -0.71689 2.55959 -6.37456
C: -0.79940 3.20170 -7.60559
C: -0.61985 2.49803 -8.78595
C: -0.36344 1.13344 -8.73467
C: -0.26223 0.48479 -7.51458
H: 1.39430 2.23469 -3.08914
H: 1.09146 2.49806 -4.76728
H: -0.68879 -0.47519 -5.10456
H: -0.92692 3.10748 -5.46419
H: -1.02631 4.26017 -7.63358
H: -0.68943 3.00427 -9.74056
H: -0.23318 0.56987 -9.64947
H: -0.04705 -0.57709 -7.47245

=====

Density functional theory data (ωB97M-V/def2-TZVPD) for a cluster of 4 separate species, C36H53ClO10 in total.

Output
SMILES string	CCOCCc1c(Cc2ccccc2C)cc2c(c1CC(=O)Cl)C(=O)C=CC2=O.COCCOC.COCCOC.COCCOC
frontier orbital gap	7.7	eV
HOMO energy	-8.64	eV

Cartesian coordinates (Å):
C: -2.69247 -5.18650 -1.06454
C: -3.74513 -3.99549 -1.25422
O: -3.04033 -2.77454 -1.49164
C: -3.36746 -1.74660 -0.55363
C: -2.11991 -0.80939 -0.18291
C: -1.08435 -0.66574 -1.33803
C: -1.08595 0.53247 -2.21535
C: -2.10967 1.73672 -2.03297
C: -1.25367 2.95748 -1.49862
C: -0.49661 3.84833 -2.41940
C: 0.33393 4.96152 -1.93064
C: 0.46921 5.26986 -0.48570
C: -0.29070 4.40478 0.42680
C: -1.12518 3.28497 -0.06097
C: -1.85346 2.45540 1.06131
C: -0.10030 0.71564 -3.31609
C: 0.88168 -0.32474 -3.55944
C: 0.93676 -1.55343 -2.70601
C: -0.02519 -1.68077 -1.61770
C: 0.01123 -2.91918 -0.66435
C: 0.85459 -2.47216 0.60960
O: 1.40539 -1.42875 0.71101
Cl: 0.86493 -3.70695 1.96221
C: 2.02305 -2.58647 -3.06553
O: 2.00445 -3.77345 -2.80283
C: 3.25520 -2.06442 -3.89285
C: 3.22225 -0.93254 -4.65082
C: 1.90423 -0.12862 -4.71101
O: 1.59591 0.62118 -5.61965
H: -3.17628 -6.19094 -1.16092
H: -1.89149 -5.01486 -1.84096
H: -2.18588 -5.02920 -0.06971
H: -4.40773 -4.31500 -2.10808
H: -4.38346 -4.00117 -0.33162
H: -4.11510 -1.06653 -1.06968
H: -3.78081 -2.11144 0.42253
H: -2.53751 0.18853 0.08721
H: -1.59033 -1.26663 0.69437
H: -2.95429 1.48411 -1.34719
H: -2.45027 1.98229 -3.08080
H: -0.53317 3.65854 -3.52513
H: 0.90068 5.63779 -2.62202
H: 1.09657 6.09732 -0.08933
H: -0.18922 4.62812 1.52340
H: -1.77358 2.95317 2.06248
H: -2.95097 2.33069 0.83845
H: -1.39665 1.43011 1.18122
H: -0.09457 1.62760 -3.95344
H: 0.41170 -3.85088 -1.13503
H: -1.00141 -3.18489 -0.24851
H: 4.21003 -2.65097 -3.88965
H: 4.13180 -0.61645 -5.21474
C: 6.38190 6.58486 -4.36851
O: 5.81190 5.85933 -5.44808
C: 4.97773 4.79078 -5.01261
C: 3.50805 5.18450 -4.99744
O: 3.24635 6.22712 -4.06357
C: 3.22236 7.51299 -4.66947
H: 6.70054 7.55749 -4.74602
H: 5.67119 6.74482 -3.55472
H: 7.25572 6.04903 -3.98704
H: 5.29748 4.43176 -4.02754
H: 5.11161 3.97057 -5.72425
H: 2.91860 4.31855 -4.68038
H: 3.16491 5.47017 -5.99793
H: 2.24702 7.68317 -5.13564
H: 4.00643 7.63249 -5.41857
H: 3.37308 8.25674 -3.88737
C: -4.88422 2.02890 6.65282
O: -4.48140 3.39069 6.67677
C: -3.12322 3.56909 6.29049
C: -2.99368 3.95005 4.82278
O: -3.46303 2.91789 3.96205
C: -4.80265 3.12750 3.53539
H: -5.97386 1.99967 6.61063
H: -4.48932 1.49439 5.78600
H: -4.55143 1.53168 7.56825
H: -2.53925 2.66909 6.51497
H: -2.72243 4.38501 6.89936
H: -1.93351 4.09773 4.59333
H: -3.51238 4.89163 4.61141
H: -4.81729 3.83391 2.69949
H: -5.43874 3.50400 4.33767
H: -5.20137 2.17176 3.19561
C: 0.57802 -7.38777 5.26765
O: 0.60299 -7.32718 3.84910
C: 1.89656 -7.02681 3.33443
C: 2.64817 -8.28245 2.91680
O: 2.90854 -9.13907 4.02308
C: 1.94946 -10.17989 4.15034
H: -0.30960 -7.94732 5.56637
H: 1.45774 -7.88900 5.67718
H: 0.51356 -6.37556 5.67713
H: 2.47433 -6.44726 4.06375
H: 1.75085 -6.39764 2.45179
H: 3.61936 -7.98751 2.50811
H: 2.10847 -8.82298 2.13121
H: 2.19443 -10.99373 3.46106
H: 0.93363 -9.83348 3.95377
H: 1.99592 -10.55759 5.17141

=====

Density functional theory data (ωB97M-V/def2-TZVPD) for a cluster of 9 separate species, C36H54O18 in total.

Output
energy relative to the best compared isomer or geometry (same formula, charge and spin)	97.5	kJ/mol
SMILES string	O=C1CCCO1.O=C1CCCO1.O=C1CCCO1.O=C1CCCO1.O=C1CCCO1.O=C1CCCO1.O=C1CCCO1.O=C1CCCO1.O=C1CCCO1
frontier orbital gap	10.5	eV
HOMO energy	-10.01	eV

Cartesian coordinates (Å):
O: 8.64983 9.51622 6.80830
C: 9.77383 9.17386 7.06899
C: 10.91185 8.80530 6.22483
C: 12.07651 8.78030 7.12164
C: 11.42559 8.41515 8.40434
O: 10.16926 9.07101 8.37208
H: 10.69956 7.79497 5.86740
H: 10.98497 9.53453 5.40316
H: 12.87749 8.08103 6.90607
H: 12.50573 9.80094 7.22575
H: 11.21312 7.30337 8.52305
H: 11.99106 8.74519 9.22632
O: 8.17842 15.30071 9.06363
C: 8.70225 14.43316 8.38543
C: 10.15679 14.35537 7.92804
C: 10.23752 12.98888 7.36650
C: 8.86875 12.73470 6.87793
O: 8.02646 13.48483 7.80625
H: 10.22730 15.09331 7.16814
H: 10.78572 14.56664 8.79571
H: 11.00911 12.88493 6.57827
H: 10.52430 12.25806 8.13853
H: 8.69985 13.15356 5.85677
H: 8.49888 11.69256 6.95226
O: 14.99474 15.41015 13.79082
C: 14.83287 16.60626 13.77495
C: 15.58798 17.60285 12.96179
C: 14.65663 18.84778 12.97308
C: 13.90782 18.70403 14.29043
O: 13.87413 17.23267 14.50066
H: 16.51818 17.87291 13.49436
H: 15.82919 17.14504 11.98624
H: 15.19696 19.80684 12.92344
H: 13.89175 18.85281 12.15845
H: 14.45177 19.09059 15.15238
H: 12.93108 19.11872 14.35029
O: 9.22355 13.39490 14.91447
C: 8.48227 14.18350 14.38561
C: 7.73682 15.37904 14.96880
C: 7.63286 16.26249 13.78434
C: 7.52680 15.26290 12.65604
O: 8.28881 14.12394 13.03460
H: 6.72508 15.10835 15.34342
H: 8.36130 15.81038 15.74387
H: 6.84474 17.01110 13.78644
H: 8.54308 16.82795 13.78003
H: 6.48410 15.07119 12.45285
H: 7.97424 15.75906 11.81255
O: 14.09717 16.92001 10.02496
C: 14.28554 16.06603 9.21122
C: 15.44855 15.07236 9.09759
C: 15.12494 14.41148 7.74929
C: 13.62598 14.46902 7.70711
O: 13.24628 15.65852 8.36940
H: 16.44053 15.56118 9.11040
H: 15.26493 14.36865 9.92528
H: 15.48098 15.08764 6.95038
H: 15.40758 13.40143 7.59066
H: 13.30237 14.57382 6.67428
H: 13.15066 13.60406 8.14428
O: 15.30905 7.69753 8.70517
C: 15.38546 8.52316 9.61507
C: 14.76955 8.40944 10.97448
C: 15.38235 9.49926 11.83184
C: 15.79038 10.49012 10.77162
O: 15.86520 9.76730 9.54628
H: 13.69941 8.66482 10.80841
H: 14.74650 7.35010 11.32385
H: 14.75692 9.95067 12.55384
H: 16.23011 9.11425 12.43728
H: 15.03396 11.29979 10.61761
H: 16.76026 10.89920 10.90277
O: 14.64072 11.90298 14.23732
C: 14.05518 12.59625 15.04133
C: 14.58445 13.34529 16.20201
C: 13.36214 13.60012 17.05509
C: 12.27230 13.64477 16.01319
O: 12.74180 12.87202 14.94174
H: 15.36725 12.88060 16.69362
H: 14.87026 14.34730 15.81564
H: 13.15927 12.77894 17.74027
H: 13.43394 14.52687 17.69256
H: 11.32490 13.30161 16.36020
H: 12.11108 14.63854 15.61624
O: 10.90512 19.70934 13.08710
C: 10.56670 19.09537 12.11171
C: 11.36443 18.12251 11.25033
C: 10.26968 17.39438 10.45991
C: 9.12015 18.37009 10.41993
O: 9.38103 19.30896 11.51490
H: 12.01518 18.72204 10.59405
H: 11.92434 17.49027 11.91375
H: 10.59152 17.09659 9.43962
H: 10.10637 16.44097 10.99991
H: 9.25650 18.96449 9.49930
H: 8.11482 17.90568 10.53422
O: 12.46015 11.23021 9.72230
C: 12.27835 12.11134 10.51959
C: 11.29505 12.21174 11.66385
C: 11.40160 13.65295 12.16653
C: 12.81603 13.92609 11.83110
O: 13.13524 13.17790 10.65649
H: 10.35645 11.81610 11.39238
H: 11.75244 11.54769 12.39743
H: 10.74181 14.33358 11.61384
H: 11.24548 13.72667 13.22490
H: 12.90154 14.99265 11.65036
H: 13.53324 13.56503 12.59791

=====

Density functional theory data (ωB97M-V/def2-TZVPD) for a cluster of 9 separate species, C36H54O18 in total.

Output
energy relative to the best compared isomer or geometry (same formula, charge and spin)	545.5	kJ/mol
SMILES string	O=C1CCCO1.O=C1CCCO1.O=C1CCCO1.O=C1CCCO1.O=C1CCCO1.O=C1CCCO1.O=C1CCCO1.O=C1CCCO1.O=C1CCCO1
frontier orbital gap	9.7	eV
HOMO energy	-9.83	eV

Cartesian coordinates (Å):
O: 0.51494 -3.01726 -2.21264
C: 1.48141 -2.79568 -2.86683
C: 2.15959 -1.49603 -3.19366
C: 3.18175 -1.94714 -4.36602
C: 3.25346 -3.51049 -4.21153
O: 2.14456 -3.83672 -3.38251
H: 1.40655 -0.81711 -3.59380
H: 2.72923 -1.13779 -2.33618
H: 2.82170 -1.72202 -5.36990
H: 4.10297 -1.46398 -4.04042
H: 3.24578 -3.97966 -5.19536
H: 4.18960 -3.77129 -3.71786
O: 3.93574 4.29078 -0.85394
C: 3.74372 3.89224 -1.98146
C: 3.25332 2.49188 -2.37075
C: 3.83747 2.42687 -3.78226
C: 3.95767 3.92299 -4.24734
O: 4.06821 4.71797 -3.10140
H: 3.43492 1.58484 -1.79421
H: 2.16714 2.58219 -2.35837
H: 4.83865 2.00632 -3.68806
H: 3.26375 1.77679 -4.44281
H: 4.80879 4.22819 -4.85606
H: 3.13688 4.44539 -4.73877
O: -2.94029 -0.90194 3.81258
C: -3.85003 -0.89578 2.97210
C: -3.83950 -0.46992 1.43764
C: -5.25491 0.06346 1.20774
C: -6.00471 -0.38163 2.38917
O: -5.16480 -1.01906 3.31052
H: -3.19298 0.39326 1.59581
H: -3.44724 -1.34697 0.92284
H: -5.27108 1.07735 0.80791
H: -5.69451 -0.40759 0.32855
H: -6.57520 0.39042 2.90548
H: -6.71027 -1.11449 1.99777
O: 0.54784 1.36899 -0.52211
C: 0.62089 0.64131 0.46048
C: 0.54856 -0.82392 0.46308
C: 0.62352 -1.16416 1.91112
C: 0.34584 0.07260 2.70937
O: 0.58003 1.12548 1.68065
H: -0.31938 -1.11925 -0.12645
H: 1.47379 -1.06779 -0.05901
H: 0.10627 -2.04676 2.28737
H: 1.64617 -1.49988 2.08309
H: -0.69520 0.14232 3.02474
H: 0.89945 0.16212 3.64404
O: 2.31005 7.31838 -2.83237
C: 1.46800 6.45384 -2.82362
C: 0.50878 5.93714 -1.70968
C: -0.13387 4.70189 -2.23665
C: 0.44247 4.67866 -3.67491
O: 1.24621 5.81022 -3.92977
H: 1.19293 5.81762 -0.86960
H: -0.12993 6.79660 -1.50601
H: -0.09757 3.77852 -1.65857
H: -1.20373 4.91015 -2.22602
H: 0.97184 3.72606 -3.65458
H: -0.29269 4.58707 -4.47444
O: -2.00404 -7.05165 5.73519
C: -1.35376 -6.14871 5.31225
C: -1.25454 -5.74890 3.81884
C: -1.01056 -4.28274 3.81441
C: -0.30995 -4.05175 5.16121
O: -0.84849 -5.12354 6.07159
H: -0.37703 -6.18547 3.34191
H: -2.16470 -6.00242 3.27529
H: -0.37992 -4.00324 2.97044
H: -1.91946 -3.68849 3.72030
H: 0.77790 -4.10680 5.12048
H: -0.65163 -3.10477 5.57905
O: 6.73561 0.33771 5.81524
C: 5.67812 0.99065 5.98912
C: 4.95604 1.37660 7.34119
C: 3.94205 2.40279 6.87172
C: 3.70174 2.08492 5.30837
O: 4.90722 1.42467 4.95380
H: 4.32863 0.57772 7.73646
H: 5.68973 1.70921 8.07547
H: 2.93817 2.49131 7.28704
H: 4.54510 3.30762 6.94732
H: 2.92799 1.32890 5.17480
H: 3.64013 2.93141 4.62444
O: -4.78451 3.68614 -3.52313
C: -3.91388 2.90531 -3.18207
C: -4.19847 1.60052 -2.45242
C: -2.83063 1.12977 -2.10990
C: -2.03619 1.82920 -3.16077
O: -2.57199 3.05379 -3.46803
H: -4.83987 1.64265 -1.57212
H: -4.72676 0.87192 -3.06737
H: -2.42071 1.44472 -1.15028
H: -2.84219 0.03984 -2.10478
H: -1.02326 1.93229 -2.77162
H: -1.89928 1.26155 -4.08117
O: -1.64095 -4.69365 0.14355
C: -2.25453 -4.49037 -0.85579
C: -2.75062 -3.10760 -1.34435
C: -3.00757 -3.38282 -2.85727
C: -3.41664 -4.86258 -2.73839
O: -2.52674 -5.42524 -1.79332
H: -3.57564 -2.61075 -0.83387
H: -1.98148 -2.34797 -1.20475
H: -3.68268 -2.67633 -3.34016
H: -2.13764 -3.36156 -3.51369
H: -4.40609 -5.06298 -2.32737
H: -3.41857 -5.40652 -3.68297